Entry from OMol25: a molecular structure, C60H63GeN4O2SSc (ωB97M-V with the def2-TZVPD basis set).

Geometry as XYZ:
```
132
Properties=species:S:1:pos:R:3
Sc -0.7176 -0.4362 0.0724
C -4.5142 -5.6768 -0.5580
C -3.2089 -5.3265 -1.2761
C -2.9765 -3.8534 -1.3794
C -3.0984 -3.0541 -2.4663
C -3.4329 -3.4494 -3.8698
C -2.1715 -3.6773 -4.7087
C -2.6928 -1.7237 -2.0438
C -2.6007 -0.6363 -2.8965
C -2.1313 0.6349 -2.5808
C -2.1651 1.7744 -3.4684
C -2.7001 1.7627 -4.8660
C -4.2293 1.8266 -4.9162
C -1.6613 2.8296 -2.7648
C -1.3331 2.3263 -1.4525
C -0.9241 3.1058 -0.3801
C -0.7700 2.6818 0.9327
N -0.8936 1.3928 1.3623
C -0.6813 1.4157 2.7058
C -0.7189 0.3068 3.5464
C -1.0327 -0.9926 3.1915
N -1.3908 -1.3897 1.9391
C -1.6848 -2.7135 2.0172
C -2.1834 -3.4725 0.9675
C -2.5112 -3.0047 -0.2972
N -2.3686 -1.7224 -0.7214
C -1.4593 -3.1986 3.3648
C -1.0631 -2.1243 4.0989
C -0.7475 -2.0622 5.5594
C -1.9251 -1.5532 6.3957
C -1.6833 -4.6069 3.8154
C -3.1547 -4.9077 4.1132
C -0.4094 2.7665 3.1508
C -0.4800 3.5603 2.0476
C -0.3107 5.0449 1.9558
C 1.0663 5.4578 1.4365
C -0.0407 3.1552 4.5468
C 1.4482 2.9162 4.8196
N -1.5946 0.9884 -1.3812
C -1.5080 4.2534 -3.1986
C -2.7050 5.1246 -2.8071
H -4.6433 -6.7580 -0.4757
H -5.3713 -5.2695 -1.0974
H -4.5325 -5.2536 0.4478
H -3.2155 -5.7604 -2.2784
H -2.3596 -5.7828 -0.7608
H -4.0587 -2.6839 -4.3376
H -4.0328 -4.3626 -3.8566
H -1.5692 -2.7691 -4.7593
H -2.4222 -3.9839 -5.7267
H -1.5469 -4.4472 -4.2536
H -2.9341 -0.7902 -3.9157
H -2.3542 0.8633 -5.3837
H -2.2840 2.6089 -5.4184
H -4.6711 0.9855 -4.3802
H -4.5928 1.8069 -5.9458
H -4.5910 2.7410 -4.4429
H -0.7641 4.1598 -0.5730
H -0.4767 0.4821 4.5876
H -2.3248 -4.5301 1.1496
H 0.1227 -1.4200 5.7174
H -0.4579 -3.0560 5.9087
H -2.2336 -0.5591 6.0685
H -1.6660 -1.5010 7.4552
H -2.7868 -2.2142 6.2865
H -1.0845 -4.7994 4.7088
H -1.3137 -5.2950 3.0507
H -3.5250 -4.2626 4.9120
H -3.2925 -5.9464 4.4205
H -3.7739 -4.7261 3.2332
H -0.4770 5.4875 2.9413
H -1.0874 5.4584 1.3054
H 1.8566 5.0812 2.0869
H 1.1584 6.5449 1.3775
H 1.2521 5.0454 0.4446
H -0.6424 2.5930 5.2659
H -0.2772 4.2096 4.7098
H 1.7110 1.8720 4.6407
H 1.7102 3.1704 5.8491
H 2.0602 3.5207 4.1475
H -1.3716 4.2896 -4.2828
H -0.5926 4.6660 -2.7663
H -3.6210 4.7530 -3.2696
H -2.5591 6.1606 -3.1201
H -2.8554 5.1110 -1.7265
O 0.5366 -4.1560 -1.1009
C 0.8041 -3.1069 -0.5275
O 0.3155 -1.9596 -0.8649
C 1.8251 -3.1080 0.5950
C 2.4047 -4.3500 0.8683
C 3.4293 -4.5022 1.7806
C 3.9104 -3.3749 2.4398
C 3.3437 -2.1422 2.1940
C 2.2783 -1.9709 1.2901
S 1.6481 -0.3286 1.2154
H 2.0254 -5.1961 0.3107
H 3.8594 -5.4789 1.9660
H 4.7278 -3.4586 3.1471
H 3.7090 -1.2632 2.7108
C 1.1281 0.1502 -3.4351
Ge 1.9244 0.6478 -1.6901
C 3.5559 -0.4443 -1.6047
C 3.4588 -1.7979 -1.9383
C 4.5489 -2.6486 -1.8196
C 5.7700 -2.1579 -1.3784
C 5.8923 -0.8105 -1.0686
C 4.7948 0.0345 -1.1782
C 2.4433 2.5587 -1.8403
C 2.0835 3.2213 -2.9903
C 2.4256 4.5738 -3.2152
C 3.1486 5.2656 -2.2878
C 3.5310 4.6400 -1.0754
C 4.2703 5.3400 -0.0891
C 4.5950 4.7465 1.0967
C 4.1783 3.4238 1.3588
C 3.4769 2.7203 0.4200
C 3.1489 3.2943 -0.8357
H 1.9053 0.1990 -4.2024
H 0.3006 0.8055 -3.7019
H 0.7523 -0.8709 -3.3676
H 2.5140 -2.2010 -2.2827
H 4.4358 -3.6996 -2.0573
H 6.6197 -2.8218 -1.2733
H 6.8435 -0.4147 -0.7311
H 4.9164 1.0813 -0.9273
H 1.5285 2.7010 -3.7626
H 2.1233 5.0524 -4.1398
H 3.4338 6.2978 -2.4585
H 4.5653 6.3637 -0.2933
H 5.1560 5.2944 1.8444
H 4.4115 2.9595 2.3094
H 3.1535 1.7098 0.6403
```

Calculated values
spin multiplicity: 2
frontier orbital gap (alpha / beta): 0.1833 / 0.2119 Eh
electronic energy: -161359.601 eV
net charge: -1